(1)
This record from the Open Molecules 2025 dataset describes one molecule with the formula C5H11NO in a non-equilibrium geometry. The level of theory is the ωB97M-V functional and the def2-TZVPD basis.

The value obtained for the relative energy (zero: lowest compared OMol25 entry of this formula, charge and spin) is 320.2 kJ/mol. Its energy is -327.00939 hartree. The strongest force on any atom comes out at 2.99 eV/A.

Each line ends with the Löwdin charge.
Atoms and positions in Å:
C (-1.10, 0.93, 0.39)  -0.282
C (-0.79, -1.45, -1.43)  -0.047
C (0.98, 0.20, 1.63)  -0.079
C (0.23, -0.81, -0.54)  -0.415
C (-0.09, -0.11, 0.61)  -0.307
N (1.47, -0.54, -1.06)  0.100
O (-1.41, 1.79, 1.43)  -0.048
H (-0.60, 2.17, 1.77)  0.077
H (1.64, -0.92, -1.98)  0.088
H (1.68, 0.52, -0.92)  0.144
H (-2.05, 0.53, 0.03)  0.116
H (-0.55, 1.59, -0.61)  0.181
H (-0.40, -2.39, -1.81)  0.081
H (-1.72, -1.60, -0.88)  0.078
H (-1.04, -0.82, -2.29)  0.081
H (1.51, 1.14, 1.43)  0.073
H (1.74, -0.57, 1.63)  0.079
H (0.50, 0.34, 2.61)  0.080

(2)
This record from the Open Molecules 2025 dataset describes a 2-piece molecular cluster, C5H11NO overall in a non-equilibrium geometry. The level of theory is the ωB97M-V functional and the def2-TZVPD basis.

The value obtained for the relative energy (zero: lowest compared OMol25 entry of this formula, charge and spin) is 281.8 kJ/mol. Its energy is -327.02403 hartree. The strongest force on any atom comes out at 3.50 eV/A.

Each line ends with the Löwdin charge.
Atoms and positions in Å:
N (-0.26, 0.69, 1.23)  0.109
C (0.45, 1.10, 0.06)  -0.351
C (0.42, 0.67, -1.23)  -0.107
C (-0.55, -0.24, -1.89)  -0.170
C (-1.74, -0.44, -1.39)  -0.020
C (1.62, 2.02, 0.44)  -0.069
H (-0.51, 1.53, 1.74)  0.092
H (-1.03, 0.18, 1.02)  0.014
H (1.11, 1.06, -1.91)  0.078
H (0.01, -0.87, -2.62)  0.111
H (-2.40, -1.19, -1.75)  0.046
H (-2.22, 0.13, -0.65)  0.042
H (2.35, 1.25, 0.74)  0.087
H (1.63, 2.75, 1.29)  0.085
H (2.07, 2.54, -0.39)  0.058
H (-0.30, -3.36, 1.20)  0.021
H (0.13, -4.05, 2.17)  0.036
O (-0.76, -3.76, 1.94)  -0.061

(3)
This record from the Open Molecules 2025 dataset describes a 2-piece molecular cluster, C5H11NO overall in a non-equilibrium geometry. The level of theory is the ωB97M-V functional and the def2-TZVPD basis.

The value obtained for the relative energy (zero: lowest compared OMol25 entry of this formula, charge and spin) is 247.6 kJ/mol. Its energy is -327.03704 hartree. The strongest force on any atom comes out at 2.08 eV/A.

Each line ends with the Löwdin charge.
Atoms and positions in Å:
C (-0.67, 3.34, 0.75)  -0.107
C (-1.20, 1.98, 0.23)  -0.244
C (-0.08, 1.11, -0.36)  -0.114
C (0.40, 0.13, 0.37)  -0.175
N (1.35, -0.87, -0.02)  -0.035
C (1.30, -1.34, -1.19)  -0.063
H (-1.33, 4.15, 0.45)  0.062
H (-0.42, 3.31, 1.81)  0.068
H (0.33, 3.53, 0.34)  0.066
H (-1.64, 1.47, 1.09)  0.095
H (-1.90, 2.14, -0.58)  0.098
H (0.24, 1.43, -1.34)  0.106
H (0.24, -0.01, 1.44)  0.106
H (2.02, -2.11, -1.45)  0.068
H (0.60, -0.86, -1.88)  0.079
H (-1.04, -3.59, 0.97)  0.024
H (0.27, -3.83, 0.20)  0.032
O (-0.70, -3.84, 0.11)  -0.067

(4)
This record from the Open Molecules 2025 dataset describes one molecule with the formula C5H11NO. The level of theory is the ωB97M-V functional and the def2-TZVPD basis.

The value obtained for the relative energy (zero: lowest compared OMol25 entry of this formula, charge and spin) is 303.8 kJ/mol. Its energy is -327.01563 hartree. The strongest force on any atom comes out at 0.36 eV/A.

Each line ends with the Löwdin charge.
Atoms and positions in Å:
C (-2.02, -0.96, -0.18)  -0.077
C (-1.55, 0.39, 0.33)  -0.201
N (-0.09, 0.43, 0.51)  -0.236
C (0.36, 0.29, 1.76)  -0.005
C (0.63, 0.54, -0.61)  -0.122
C (2.11, 0.33, -0.62)  -0.279
O (2.54, -0.17, -1.87)  -0.075
H (-3.11, -0.97, -0.30)  0.076
H (-1.74, -1.76, 0.52)  0.080
H (-1.57, -1.18, -1.16)  0.071
H (-1.81, 1.19, -0.37)  0.121
H (-2.01, 0.64, 1.29)  0.113
H (1.42, 0.41, 1.97)  0.051
H (-0.34, 0.05, 2.54)  0.054
H (0.11, 0.82, -1.51)  0.118
H (2.69, 1.25, -0.46)  0.122
H (2.38, -0.35, 0.21)  0.106
H (2.01, -0.95, -2.05)  0.082

(5)
This record from the Open Molecules 2025 dataset describes one molecule with the formula C5H11NO. The level of theory is the ωB97M-V functional and the def2-TZVPD basis.

The value obtained for the relative energy (zero: lowest compared OMol25 entry of this formula, charge and spin) is 304.3 kJ/mol. Its energy is -327.01545 hartree. The strongest force on any atom comes out at 0.38 eV/A.

Each line ends with the Löwdin charge.
Atoms and positions in Å:
C (-0.45, -0.25, -0.65)  -0.378
C (0.29, -0.89, 1.60)  -0.076
C (0.76, -0.72, -1.45)  -0.061
N (-0.63, -1.13, 0.51)  -0.240
C (-0.43, 1.22, -0.29)  -0.150
C (0.54, 2.08, -0.53)  0.020
O (-1.95, -1.08, 0.99)  -0.046
H (-2.12, -0.22, 1.41)  0.087
H (-1.35, -0.43, -1.26)  0.148
H (-1.32, 1.56, 0.23)  0.099
H (1.31, -1.03, 1.24)  0.084
H (0.09, -1.63, 2.38)  0.089
H (0.20, 0.12, 2.03)  0.085
H (0.68, -1.79, -1.61)  0.083
H (1.69, -0.52, -0.92)  0.068
H (0.78, -0.22, -2.41)  0.082
H (1.44, 1.80, -1.05)  0.053
H (0.47, 3.11, -0.23)  0.054

(6)
This record from the Open Molecules 2025 dataset describes one molecule with the formula C5H11NO in a non-equilibrium geometry. The level of theory is the ωB97M-V functional and the def2-TZVPD basis.

The value obtained for the relative energy (zero: lowest compared OMol25 entry of this formula, charge and spin) is 153.7 kJ/mol. Its energy is -327.07282 hartree. The strongest force on any atom comes out at 2.52 eV/A.

Each line ends with the Löwdin charge.
Atoms and positions in Å:
O (3.08, -0.73, 0.16)  0.066
C (2.46, 0.20, 0.58)  -0.222
C (1.00, 0.44, 0.12)  -0.399
C (0.17, -0.70, -0.42)  -0.189
C (-1.33, -0.35, -0.49)  -0.250
C (-2.10, -0.78, 0.75)  -0.109
N (1.13, 1.62, -0.73)  0.043
H (2.77, 1.05, 1.22)  0.121
H (0.41, 0.77, 1.02)  0.146
H (0.40, -1.57, 0.21)  0.115
H (0.61, -1.00, -1.38)  0.116
H (-1.34, 0.70, -0.71)  0.089
H (-1.78, -0.86, -1.35)  0.104
H (-1.60, -1.62, 1.22)  0.071
H (-2.30, 0.07, 1.41)  0.069
H (-3.11, -1.12, 0.50)  0.068
H (0.85, 1.40, -1.68)  0.081
H (0.68, 2.48, -0.43)  0.079

(7)
This record from the Open Molecules 2025 dataset describes a 2-piece molecular cluster, C5H11NO overall in a non-equilibrium geometry. The level of theory is the ωB97M-V functional and the def2-TZVPD basis.

The value obtained for the relative energy (zero: lowest compared OMol25 entry of this formula, charge and spin) is 240.7 kJ/mol. Its energy is -327.03966 hartree. The strongest force on any atom comes out at 4.50 eV/A.

Each line ends with the Löwdin charge.
Atoms and positions in Å:
N (-1.93, -0.36, -0.97)  0.086
C (-1.17, 0.39, -0.06)  -0.423
C (-1.76, 0.89, 1.08)  0.027
C (2.55, 0.04, -1.40)  -0.067
C (1.03, 0.00, -1.06)  -0.121
C (0.30, 0.31, -0.02)  -0.121
H (-2.71, 0.27, -1.14)  0.094
H (-1.38, -0.40, -1.82)  0.057
H (-2.86, 0.96, 1.27)  0.066
H (-1.24, 1.56, 1.74)  0.048
H (3.10, 0.38, -0.56)  0.053
H (3.07, -0.89, -1.61)  0.073
H (2.77, 0.69, -2.19)  0.049
H (0.40, -0.18, -1.96)  0.096
H (0.81, 0.53, 0.93)  0.114
H (-0.79, -1.89, 2.29)  0.026
H (0.12, -0.80, 2.49)  -0.012
O (-0.32, -1.47, 3.00)  -0.044

(8)
This record from the Open Molecules 2025 dataset describes C5H11NO as an isolated structure in a non-equilibrium geometry. The level of theory is the ωB97M-V functional and the def2-TZVPD basis.

The value obtained for the relative energy (zero: lowest compared OMol25 entry of this formula, charge and spin) is 404.5 kJ/mol. Its energy is -326.97726 hartree. The strongest force on any atom comes out at 18.27 eV/A.

Each line ends with the Löwdin charge.
Atoms and positions in Å:
C (0.45, 1.71, 1.87)  -0.071
C (0.94, 0.43, 1.09)  -0.229
C (-1.07, -1.12, 0.94)  -0.052
C (0.08, -0.17, -1.05)  -0.478
C (-1.08, -0.74, -1.90)  0.039
H (-0.49, 1.31, 2.46)  0.100
H (1.29, 2.10, 2.45)  0.065
H (0.17, 2.50, 1.18)  0.058
H (1.84, 0.46, 0.14)  0.192
H (1.38, -0.28, 1.75)  0.081
H (-2.10, -1.06, 0.49)  0.078
H (-0.97, -1.04, 1.97)  0.032
H (-0.75, -2.41, 0.75)  0.166
H (-2.12, -0.10, -1.62)  0.159
H (-1.00, -0.64, -2.75)  -0.093
H (-1.42, -1.78, -1.62)  0.095
N (-0.10, -0.19, 0.29)  -0.152
O (1.12, 0.21, -1.61)  0.010

(9)
This record from the Open Molecules 2025 dataset describes C5H11NO as an isolated structure in a non-equilibrium geometry. The level of theory is the ωB97M-V functional and the def2-TZVPD basis.

The value obtained for the relative energy (zero: lowest compared OMol25 entry of this formula, charge and spin) is 331.1 kJ/mol. Its energy is -327.00526 hartree. The strongest force on any atom comes out at 1.57 eV/A.

Each line ends with the Löwdin charge.
Atoms and positions in Å:
C (2.00, 0.01, -1.38)  -0.109
C (1.34, 0.53, -0.10)  -0.232
C (0.14, -0.29, 0.32)  -0.421
C (-0.69, 0.22, 1.51)  -0.002
N (-0.95, -0.28, -0.64)  -0.001
C (-2.08, -0.01, 0.16)  -0.266
O (-2.89, -1.02, 0.65)  -0.021
H (2.31, -1.03, -1.25)  0.076
H (1.32, 0.05, -2.24)  0.065
H (2.89, 0.60, -1.64)  0.069
H (2.06, 0.53, 0.73)  0.113
H (1.02, 1.58, -0.23)  0.114
H (0.46, -1.33, 0.48)  0.133
H (-2.35, -1.34, 1.38)  0.070
H (-0.43, -0.34, 2.46)  0.092
H (-0.51, 1.27, 1.76)  0.064
H (-0.85, 0.25, -1.50)  0.110
H (-2.80, 0.60, -0.46)  0.144

(10)
This record from the Open Molecules 2025 dataset describes a 2-piece molecular cluster, C5H11NO overall in a non-equilibrium geometry. The level of theory is the ωB97M-V functional and the def2-TZVPD basis.

The value obtained for the relative energy (zero: lowest compared OMol25 entry of this formula, charge and spin) is 259.8 kJ/mol. Its energy is -327.03239 hartree. The strongest force on any atom comes out at 2.00 eV/A.

Each line ends with the Löwdin charge.
Atoms and positions in Å:
C (0.04, 1.38, -0.73)  -0.140
C (0.74, 0.46, -0.05)  -0.249
N (1.05, -0.79, -0.52)  0.050
C (-0.97, 2.30, -0.02)  -0.217
C (-2.31, 1.63, -0.23)  -0.205
C (-2.98, 0.99, 0.71)  -0.009
H (0.05, 1.40, -1.82)  0.098
H (1.11, 0.71, 0.95)  0.110
H (1.76, -1.28, -0.02)  0.074
H (0.29, -1.29, -0.95)  0.083
H (-0.71, 2.23, 1.03)  0.097
H (-0.88, 3.32, -0.39)  0.102
H (-2.77, 1.87, -1.19)  0.098
H (-3.96, 0.56, 0.55)  0.048
H (-2.49, 0.74, 1.65)  0.060
H (4.45, -4.48, -0.25)  0.036
H (3.78, -5.32, 0.82)  0.031
O (3.79, -4.43, 0.45)  -0.067

(11)
This record from the Open Molecules 2025 dataset describes one molecule with the formula C5H11NO in a non-equilibrium geometry. The level of theory is the ωB97M-V functional and the def2-TZVPD basis.

The value obtained for the relative energy (zero: lowest compared OMol25 entry of this formula, charge and spin) is 140.6 kJ/mol. Its energy is -327.07778 hartree. The strongest force on any atom comes out at 1.40 eV/A.

Each line ends with the Löwdin charge.
Atoms and positions in Å:
C (1.37, -0.17, -1.19)  -0.066
C (0.02, -0.59, -0.57)  -0.363
C (0.23, -1.48, 0.71)  -0.055
N (-0.82, 0.59, -0.25)  -0.128
C (-0.18, 1.82, 0.20)  -0.082
C (-1.84, 0.14, 0.57)  -0.364
O (-2.56, -0.80, 0.31)  0.052
H (1.96, 0.41, -0.48)  0.068
H (1.93, -1.09, -1.41)  0.077
H (1.35, 0.41, -2.13)  0.088
H (-0.53, -1.15, -1.34)  0.136
H (-0.59, -1.82, 1.39)  0.086
H (0.63, -2.41, 0.33)  0.070
H (0.95, -1.01, 1.39)  0.078
H (0.58, 1.72, 0.99)  0.090
H (0.27, 2.34, -0.64)  0.086
H (-0.97, 2.47, 0.59)  0.086
H (-1.79, 0.60, 1.56)  0.140

(12)
This record from the Open Molecules 2025 dataset describes a 3-piece molecular cluster, C5H11NO overall in a non-equilibrium geometry. The level of theory is the ωB97M-V functional and the def2-TZVPD basis.

The value obtained for the relative energy (zero: lowest compared OMol25 entry of this formula, charge and spin) is 331.6 kJ/mol. Its energy is -327.00506 hartree. The strongest force on any atom comes out at 3.32 eV/A.

Each line ends with the Löwdin charge.
Atoms and positions in Å:
C (-1.84, -1.20, -0.14)  -0.088
C (-1.33, -0.03, 0.69)  -0.269
N (0.09, 0.17, 0.47)  -0.091
C (0.60, 1.50, 0.66)  -0.089
C (0.44, 0.95, -0.71)  -0.242
C (1.62, 0.46, -1.49)  -0.221
O (2.60, -0.02, -0.99)  0.022
H (-2.91, -1.36, 0.06)  0.072
H (-1.31, -2.13, 0.08)  0.073
H (-1.72, -0.99, -1.21)  0.071
H (-1.92, 0.88, 0.45)  0.113
H (-1.47, -0.22, 1.76)  0.120
H (-0.10, 2.28, 0.96)  0.113
H (1.60, 1.57, 1.08)  0.115
H (-0.38, 1.35, -1.31)  0.137
H (1.54, 0.58, -2.59)  0.118
H (2.66, -1.87, 1.19)  0.031
H (1.80, -1.92, 1.02)  0.015

We obtain frontier orbital gap values of 8.06; 8.90; 10.01; 7.68; 9.91; 10.05; 9.24; 10.02; 9.70; 8.43; 10.21; 10.41 eV for the records listed above, in that order.